#P
This record from OMol25 describes C6H5N as an isolated structure. The level of theory is the ωB97M-V functional and the def2-TZVPD basis.

Each line ends with the natural charge from an NBO analysis.
Cartesian coordinates (Å):
C1 1.356 1.708 -0.533  -0.11
C2 0.900 0.584 -0.395  -0.14
C3 1.511 -1.134 -0.289  -0.01
N1 0.256 -1.642 0.196  -0.62
C4 -0.322 -0.407 -0.334  -0.13
C5 -1.379 0.158 0.500  -0.03
C6 -2.272 0.597 1.176  -0.18
H1 1.905 2.624 -0.580  0.24
H2 1.510 -1.345 -1.382  0.13
H3 0.266 -1.548 1.213  0.36
H4 -0.674 -0.592 -1.351  0.25
H5 -3.057 0.998 1.779  0.24

Computed properties:
**Orbital gap (spin up / spin down)**: 7.43 / 7.57 eV
**2S+1**: 1

---

#Q
This record from OMol25 describes one molecule with the formula C6H5N. The level of theory is the ωB97M-V functional and the def2-TZVPD basis.

Each line ends with the natural charge from an NBO analysis.
Cartesian coordinates (Å):
C1 -0.659 -1.103 -0.829  0.07
C2 0.002 -1.600 0.205  -0.32
C3 0.169 -0.552 1.328  -0.14
C4 0.439 0.705 0.992  -0.29
C5 0.646 1.128 -0.442  0.09
N1 0.037 0.902 -1.545  -0.39
C6 -0.993 -0.048 -1.521  -0.12
H1 0.642 -2.490 0.092  0.23
H2 -0.042 -0.760 2.474  0.22
H3 0.459 1.446 1.772  0.23
H4 1.227 2.042 -0.612  0.19
H5 -1.926 0.330 -1.916  0.23

Computed properties:
**SMILES**: C1=CC=CC=NC=1
**Orbital gap**: 9.32 eV
**2S+1**: 1

---

Most stable = #Q

---

#P
This record from OMol25 describes a 2-piece molecular cluster, C5H11OP overall. The level of theory is the ωB97M-V functional and the def2-TZVPD basis.

Each line ends with the natural charge from an NBO analysis.
Cartesian coordinates (Å):
C1 0.650 -1.088 -1.116  -0.41
C2 0.245 -1.149 0.378  -0.40
C3 0.945 0.316 -1.577  -0.81
C4 0.128 0.306 1.003  -0.54
C5 -1.104 0.589 1.768  -0.62
O1 0.269 2.724 -0.683  -1.00
P1 -0.109 1.309 -0.558  1.69
H1 1.499 -1.725 -1.341  0.21
H2 -0.120 -1.616 -1.609  0.22
H3 -0.667 -1.553 0.527  0.21
H4 0.934 -1.753 0.855  0.22
H5 2.018 0.613 -1.368  0.24
H6 0.782 0.521 -2.559  0.25
H7 1.010 0.719 1.642  0.25
H8 -1.124 1.539 2.074  0.22
H9 -1.106 0.095 2.752  0.21
H10 -1.949 0.216 1.194  0.22
H11 -2.300 -0.063 -1.382  -0.15

Computed properties:
**Orbital gap (spin up / spin down)**: 8.90 / 7.63 eV
**2S+1**: 1

---

#Q
This record from OMol25 describes one molecule with the formula C5H11OP. The level of theory is the ωB97M-V functional and the def2-TZVPD basis.

Each line ends with the natural charge from an NBO analysis.
Cartesian coordinates (Å):
C1 -2.363 -1.997 -0.253  -0.31
C2 -1.876 -0.995 0.425  -0.57
P1 -1.256 0.521 -0.233  1.45
O1 -2.420 1.965 0.250  -0.96
C3 0.378 0.695 0.480  -0.57
C4 0.881 1.961 -0.305  -0.63
C5 1.426 -0.378 0.404  -0.57
H1 -2.757 -2.876 0.325  0.22
H2 -2.168 -1.923 -1.263  0.19
H3 -2.050 -1.074 1.432  0.23
H4 -1.202 0.437 -1.617  -0.03
H5 0.283 1.065 1.453  0.26
H6 1.136 1.741 -1.287  0.20
H7 0.210 2.818 -0.261  0.25
H8 1.717 2.446 -0.006  0.22
H9 0.967 -1.377 0.910  0.20
H10 2.264 -0.155 0.923  0.22
H11 1.667 -0.523 -0.564  0.20

Computed properties:
**SMILES**: C=C[P@@H](=O)C(C)C
**Orbital gap**: 9.38 eV
**2S+1**: 1

---

Most stable = #P

---

#P
This record from OMol25 describes a 3-piece molecular cluster, C3H11NO3 overall. The level of theory is the ωB97M-V functional and the def2-TZVPD basis.

Each line ends with the natural charge from an NBO analysis.
Cartesian coordinates (Å):
C1 -1.142 2.271 -1.622  -0.63
C2 -1.263 0.766 -1.546  -0.19
N1 -1.234 0.301 -0.117  -0.63
C3 -1.243 -1.076 0.020  0.53
O1 -1.092 -1.891 0.945  -0.60
H1 -0.818 2.812 -2.475  0.24
H2 -2.085 2.548 -1.338  0.21
H3 -0.449 2.654 -0.749  0.21
H4 -0.279 0.138 -2.130  0.17
H5 -2.235 0.380 -1.754  0.21
H6 -0.723 0.721 0.616  0.40
H7 -1.656 -1.489 -0.925  0.08
O2 2.376 -1.422 0.385  -0.95
H8 2.832 -1.851 -0.390  0.49
H9 1.442 -1.728 0.269  0.49
O3 2.496 0.936 1.772  -0.97
H10 2.102 0.758 2.616  0.46
H11 2.149 0.202 1.149  0.49

Computed properties:
**SMILES**: CCNC=O.O.O
**Orbital gap**: 10.67 eV
**2S+1**: 1

---

#Q
This record from OMol25 describes a 3-piece molecular cluster, C3H11NO3 overall. The level of theory is the ωB97M-V functional and the def2-TZVPD basis.

Each line ends with the natural charge from an NBO analysis.
Cartesian coordinates (Å):
C1 -0.594 0.101 2.390  -0.61
C2 -0.768 0.619 0.995  -0.52
C3 0.559 0.883 0.288  0.70
N1 1.679 0.112 0.753  -0.87
O1 0.643 1.706 -0.630  -0.61
H1 0.232 -0.625 2.459  0.20
H2 -1.498 -0.381 2.769  0.21
H3 -0.410 0.836 3.184  0.22
H4 -1.212 -0.171 0.308  0.23
H5 -1.167 1.606 0.872  0.24
H6 1.583 -0.776 1.077  0.39
H7 2.557 0.590 0.571  0.41
O2 -0.601 1.673 -3.249  -0.93
H8 -1.081 1.686 -2.402  0.48
H9 -1.215 2.095 -3.869  0.46
O3 0.281 -3.286 -1.463  -0.94
H10 0.144 -2.726 -2.253  0.47
H11 0.867 -3.940 -1.799  0.46

Computed properties:
**SMILES**: CCC(N)=O.O.O
**Orbital gap**: 10.47 eV
**2S+1**: 1

---

#R
This record from OMol25 describes a 2-piece molecular cluster, C3H11NO3 overall. The level of theory is the ωB97M-V functional and the def2-TZVPD basis.

Each line ends with the natural charge from an NBO analysis.
Cartesian coordinates (Å):
N1 0.411 -0.776 -0.286  -0.87
C1 -0.541 0.027 0.495  -0.11
C2 -1.217 -0.902 1.467  -0.06
O1 -2.063 -1.871 0.915  -0.71
C3 0.238 1.091 1.265  -0.06
O2 1.113 1.932 0.555  -0.71
H1 0.952 -0.385 -1.038  0.38
H2 0.986 -1.321 0.344  0.35
H3 -1.203 0.519 -0.254  0.20
H4 -1.817 -0.391 2.237  0.19
H5 -0.381 -1.440 2.015  0.14
H6 -1.491 -2.469 0.412  0.47
H7 0.839 0.533 2.017  0.16
H8 -0.505 1.686 1.845  0.16
H9 0.845 1.920 -0.361  0.46
O3 0.914 0.569 -3.790  -0.94
H10 1.485 -0.087 -4.176  0.47
H11 1.436 1.365 -3.663  0.47

Computed properties:
**SMILES**: NC(CO)CO.O
**Orbital gap**: 9.71 eV
**2S+1**: 1

---

Most stable = #Q

---

#P
This record from OMol25 describes a 4-piece molecular cluster, C3H11NO3 overall. The level of theory is the ωB97M-V functional and the def2-TZVPD basis.

Each line ends with the natural charge from an NBO analysis.
Cartesian coordinates (Å):
C1 -1.650 -2.974 0.960  -0.43
C2 -1.109 -2.391 -0.118  -0.04
N1 -1.293 -1.022 -0.436  -0.51
C3 -1.108 -0.565 -1.610  0.07
H1 -2.270 -2.625 1.764  0.22
H2 -1.206 -3.965 1.046  0.20
H3 -0.513 -2.945 -0.836  0.20
H4 -0.436 0.223 -1.943  0.19
H5 -1.602 -1.077 -2.448  0.13
O1 -0.776 0.936 1.484  -1.00
H6 -0.887 0.102 0.979  0.50
H7 -1.551 1.093 2.034  0.48
O2 3.390 1.961 -1.413  -0.97
H8 2.722 2.139 -0.724  0.50
H9 4.189 2.335 -1.048  0.46
O3 1.418 2.396 0.727  -0.98
H10 0.931 3.158 1.037  0.47
H11 1.023 1.662 1.223  0.51

Computed properties:
**SMILES**: C=CN=C.O.O.O
**Orbital gap**: 8.52 eV
**2S+1**: 1

---

#Q
This record from OMol25 describes a 3-piece molecular cluster, C3H11NO3 overall. The level of theory is the ωB97M-V functional and the def2-TZVPD basis.

Each line ends with the natural charge from an NBO analysis.
Cartesian coordinates (Å):
C1 -1.029 -0.081 -1.067  -0.63
C2 -0.703 -1.242 -0.111  -0.16
N1 -1.344 -1.253 1.213  -0.82
C3 0.796 -1.277 0.190  0.46
O1 1.679 -0.900 -0.545  -0.58
H1 -2.061 -0.076 -1.399  0.22
H2 -0.607 0.833 -0.658  0.21
H3 -0.442 -0.289 -1.972  0.22
H4 -0.950 -2.199 -0.579  0.22
H5 -1.376 -0.314 1.599  0.37
H6 -2.314 -1.506 1.037  0.35
H7 1.190 -1.496 1.190  0.15
O2 0.502 1.207 1.680  -0.96
H8 0.601 1.691 0.857  0.49
H9 0.761 1.871 2.338  0.48
O3 1.882 1.946 -0.929  -0.96
H10 1.788 2.087 -1.878  0.47
H11 1.629 0.997 -0.965  0.49

Computed properties:
**SMILES**: C[C@H](N)C=O.O.O
**Orbital gap**: 10.38 eV
**2S+1**: 1

---

Most stable = #Q

---

#P
This record from OMol25 describes a 3-piece molecular cluster, C3H11NO3 overall. The level of theory is the ωB97M-V functional and the def2-TZVPD basis.

Each line ends with the natural charge from an NBO analysis.
Cartesian coordinates (Å):
C1 2.550 -1.749 -0.569  -0.40
N1 1.499 -1.013 0.068  -0.64
C2 1.174 0.211 -0.649  -0.33
C3 -0.078 0.941 -0.290  0.45
O1 -1.085 0.409 0.088  -0.52
H1 2.318 -1.669 -1.667  0.15
H2 3.464 -1.307 -0.370  0.19
H3 2.702 -2.808 -0.251  0.21
H4 0.667 -1.546 0.423  0.39
H5 1.083 -0.221 -1.714  0.19
H6 1.978 0.896 -0.629  0.20
H7 -0.109 2.178 -0.462  0.09
O2 -4.667 -2.187 1.645  -0.93
H8 -5.535 -2.176 1.187  0.47
H9 -4.305 -3.026 1.385  0.46
O3 -0.353 4.261 0.955  -0.91
H10 -0.063 4.359 0.004  0.46
H11 -1.241 4.445 0.846  0.46

Computed properties:
**SMILES**: CNCC=O.O.O
**Orbital gap**: 9.47 eV
**2S+1**: 1

---

#Q
This record from OMol25 describes a 3-piece molecular cluster, C3H11NO3 overall. The level of theory is the ωB97M-V functional and the def2-TZVPD basis.

Each line ends with the natural charge from an NBO analysis.
Cartesian coordinates (Å):
N1 2.260 2.669 1.036  -0.82
C1 1.120 1.750 1.167  -0.24
C2 0.115 1.585 -0.001  -0.52
C3 0.114 0.079 -0.451  0.44
O1 -0.110 -0.178 -1.609  -0.55
H1 1.973 3.614 1.260  0.36
H2 2.641 2.730 0.098  0.35
H3 1.378 0.841 1.683  0.19
H4 0.455 2.375 1.785  0.20
H5 0.363 2.172 -0.885  0.23
H6 -0.958 1.700 0.173  0.24
H7 0.109 -0.729 0.288  0.13
O2 -2.748 -0.299 0.373  -0.94
H8 -2.241 -0.282 -0.431  0.47
H9 -3.332 -1.040 0.222  0.47
O3 -0.118 -4.616 -0.490  -0.93
H10 -0.769 -5.036 -1.076  0.46
H11 0.459 -4.248 -1.168  0.47

Computed properties:
**SMILES**: NCCC=O.O.O
**Orbital gap**: 10.16 eV
**2S+1**: 1

---

Most stable = #Q

---

#P
This record from OMol25 describes a 3-piece molecular cluster, C3H11NO3 overall. The level of theory is the ωB97M-V functional and the def2-TZVPD basis.

Each line ends with the natural charge from an NBO analysis.
Cartesian coordinates (Å):
C1 2.598 -0.034 0.221  -0.60
C2 1.170 -0.212 0.688  -0.49
C3 0.362 -0.833 -0.453  0.68
N1 -0.208 0.072 -1.308  -0.85
O1 0.358 -2.035 -0.603  -0.62
H1 3.024 -1.007 -0.014  0.22
H2 3.213 0.400 1.006  0.21
H3 2.649 0.616 -0.648  0.21
H4 0.986 -0.829 1.560  0.23
H5 0.701 0.751 0.901  0.19
H6 -0.431 0.964 -0.881  0.41
H7 -0.866 -0.250 -2.000  0.39
O2 -1.650 2.245 -0.002  -0.96
H8 -2.472 2.740 0.119  0.49
H9 -1.669 1.625 0.741  0.48
O3 -2.702 -1.200 0.543  -0.95
H10 -2.908 -2.114 0.320  0.48
H11 -2.155 -0.898 -0.189  0.47

Computed properties:
**SMILES**: CCC(N)=O.O.O
**Orbital gap**: 10.15 eV
**2S+1**: 1

---

#Q
This record from OMol25 describes a 3-piece molecular cluster, C3H11NO3 overall. The level of theory is the ωB97M-V functional and the def2-TZVPD basis.

Each line ends with the natural charge from an NBO analysis.
Cartesian coordinates (Å):
C1 -0.645 -0.328 -0.826  -0.26
C2 -0.605 -1.083 0.522  -0.04
O1 -1.623 -0.630 1.319  -0.62
N1 -0.050 0.933 -0.787  -0.30
C3 1.301 0.868 -0.296  -0.51
O2 1.432 -2.056 -0.842  -0.90
H1 -1.691 -0.295 -1.140  0.22
H2 -0.051 -0.970 -1.531  0.34
H3 -0.676 -2.157 0.381  0.23
H4 0.367 -0.897 1.001  0.20
H5 -1.417 0.360 1.503  0.51
H6 -0.609 1.510 -0.001  0.44
H7 1.698 -0.141 -0.421  0.28
H8 1.324 0.918 0.811  0.27
H9 1.792 -1.980 -1.733  0.43
H10 -1.530 2.521 1.370  0.48
H11 1.916 1.681 -0.676  0.23
O3 -0.933 1.747 1.345  -1.00

Computed properties:
**Orbital gap**: 5.16 eV
**2S+1**: 1

---

#R
This record from OMol25 describes a 2-piece molecular cluster, C3H11NO3 overall. The level of theory is the ωB97M-V functional and the def2-TZVPD basis.

Each line ends with the natural charge from an NBO analysis.
Cartesian coordinates (Å):
N1 0.699 0.536 0.252  -0.85
C1 -0.467 -0.079 -0.311  -0.10
C2 -1.805 0.598 -0.040  -0.08
O1 -1.836 1.799 -0.794  -0.72
C3 -0.382 -1.471 0.303  -0.05
O2 0.884 -2.171 0.203  -0.72
H1 0.708 0.478 1.207  0.36
H2 0.630 1.532 0.042  0.38
H3 -0.254 -0.127 -1.412  0.19
H4 -2.671 0.063 -0.369  0.18
H5 -1.930 0.790 1.086  0.17
H6 -2.604 1.672 -1.395  0.48
H7 -0.609 -1.059 1.327  0.13
H8 -1.178 -2.076 -0.032  0.19
H9 1.626 -1.578 0.401  0.48
O3 3.312 0.641 0.094  -0.96
H10 3.497 -0.110 -0.416  0.45
H11 2.379 0.564 -0.147  0.47

Computed properties:
**SMILES**: NC(CO)CO.O
**Orbital gap**: 10.76 eV
**2S+1**: 1

---

Most stable = #P